{
  "formula": "C40H52MoNOTe",
  "method": "wB97M-V/def2-TZVPD",
  "species": ["Mo", "C", "C", "C", "C", "C", "C", "C", "C", "C", "C", "C", "C", "C", "C", "C", "C", "C", "H", "H", "H", "H", "H", "H", "H", "H", "H", "H", "H", "H", "H", "H", "H", "H", "H", "H", "H", "H", "H", "H", "H", "H", "H", "H", "H", "H", "H", "C", "C", "C", "C", "C", "C", "Te", "N", "C", "O", "C", "C", "C", "C", "C", "C", "C", "C", "C", "C", "C", "C", "C", "C", "C", "C", "H", "H", "H", "H", "H", "H", "H", "H", "H", "H", "H", "H", "H", "H", "H", "H", "H", "H", "H", "H", "H", "H", "H"],
  "xyz": [[0.649551, -1.011746, -0.307435], [2.074786, -0.836916, -1.956149], [1.654002, 0.542295, -2.323173], [0.333096, 0.382943, -2.898558], [-0.035459, -0.985403, -2.760282], [1.101568, -1.751359, -2.365776], [1.446229, -3.132631, -2.875413], [1.496892, -2.886301, -4.439871], [2.807617, -3.491163, -2.298401], [0.314954, -4.165185, -2.578423], [-0.548007, 1.456622, -3.506822], [0.216657, 2.275929, -4.559165], [-1.763760, 0.893105, -4.267612], [-1.096756, 2.412352, -2.397189], [2.745374, 1.548116, -2.132651], [3.815274, 1.099823, -3.238532], [2.404682, 3.023879, -2.166789], [3.406092, 1.171904, -0.756264], [3.090624, -1.012171, -1.703047], [-0.923181, -1.468321, -3.160504], [1.781786, -1.849872, -4.717526], [0.579917, -3.204531, -4.916019], [2.326568, -3.469591, -4.891388], [3.616709, -2.844140, -2.734659], [3.088668, -4.488167, -2.589086], [2.730104, -3.399219, -1.216188], [-0.601081, -4.010679, -3.232890], [0.085502, -4.148644, -1.505609], [0.473096, -5.285406, -2.796621], [0.115728, 1.950262, -5.613280], [1.305895, 2.224346, -4.441222], [-0.070354, 3.361975, -4.534797], [-1.399037, 0.097616, -4.942440], [-2.164133, 1.655597, -4.923216], [-2.601637, 0.577297, -3.635733], [-0.290624, 2.745402, -1.690064], [-1.858732, 1.859203, -1.812247], [-1.610700, 3.325812, -2.819064], [3.535294, 1.322663, -4.273278], [4.002423, 0.006089, -3.216878], [4.830037, 1.526414, -3.030500], [2.053561, 3.416292, -3.100760], [3.265671, 3.633381, -1.827409], [1.620907, 3.177667, -1.390727], [3.910385, 0.217523, -0.792471], [2.687157, 1.102445, 0.009849], [4.112145, 1.992488, -0.471142], [-4.304867, 4.252148, 4.573960], [-2.957016, 3.599468, 4.178416], [-2.010405, 4.194479, 3.340415], [-1.064393, 3.394725, 2.656135], [0.104952, 4.143715, 2.059685], [-1.329274, 2.023220, 2.632335], [-1.124827, 0.659609, 0.837652], [1.258933, -2.371386, 0.649901], [2.083151, -3.330850, 1.243715], [2.610353, -4.333724, 0.789257], [2.495431, -3.071550, 2.653416], [2.574284, -1.724200, 3.018572], [3.298643, -1.497014, 4.170360], [4.097303, -2.520575, 4.740807], [3.987213, -3.854277, 4.387013], [3.286827, -4.112638, 3.231244], [-3.308482, 0.016884, 1.050394], [-4.266284, 0.965275, 1.440517], [-5.623142, 0.568079, 1.493137], [-5.957883, -0.728816, 1.171406], [-4.983987, -1.660121, 0.889837], [-3.644157, -1.321312, 0.861269], [-2.637331, -2.422940, 0.872616], [-1.940824, 1.406358, 3.737068], [-1.724760, -0.025452, 4.130758], [-2.819182, 2.200434, 4.469962], [-4.497211, 4.258935, 5.640718], [-5.159152, 3.686018, 4.153634], [-4.400489, 5.306511, 4.189871], [-2.006163, 5.279726, 3.159235], [0.165036, 5.134197, 2.586321], [0.034582, 4.304725, 0.923803], [1.063882, 3.576567, 2.177582], [2.104706, -0.918093, 2.471448], [3.338718, -0.490637, 4.588767], [4.936589, -2.238333, 5.314854], [4.311459, -4.681278, 4.957708], [3.357560, -5.091935, 2.765252], [-3.898560, 1.982687, 1.589855], [-6.435099, 1.267394, 1.697654], [-6.987684, -1.124148, 1.197221], [-5.257531, -2.653468, 0.589093], [-1.977209, -2.354275, -0.029373], [-3.007326, -3.474923, 0.763632], [-2.019881, -2.373390, 1.786205], [-1.580650, -0.190717, 5.212647], [-0.794440, -0.421525, 3.626338], [-2.606634, -0.612838, 3.902857], [-3.500269, 1.821285, 5.252261]],
  "atomic_forces_ev_per_a": [[-0.04, -0.35, -1.34], [-0.28, 1.78, -0.73], [-1.04, -2.38, 0.65], [0.12, 0.63, 1.14], [0.34, -0.11, -0.17], [-0.38, -0.74, -0.27], [-0.83, -0.26, -1.18], [1.70, -0.36, 0.14], [0.31, 0.42, -0.73], [-0.55, -1.38, -0.58], [-0.91, 1.08, -0.12], [1.13, 0.91, -0.78], [0.36, -0.58, -0.10], [-0.05, 0.27, 0.31], [1.48, -0.95, -0.52], [0.79, 0.07, 0.42], [-0.01, 0.31, 1.70], [1.21, 1.75, -1.06], [0.21, -0.65, -0.05], [-0.01, 0.36, 0.21], [-0.50, -0.40, 0.30], [-0.23, 0.24, -0.14], [-0.55, -0.06, 0.31], [-0.77, -0.38, 0.58], [-0.01, -0.57, 0.14], [0.53, -0.19, -0.20], [0.88, 0.42, 1.11], [-0.32, 0.13, -0.20], [0.71, 1.75, 0.15], [-0.50, -0.15, 0.62], [-0.24, 0.14, 0.25], [0.19, -1.04, 0.03], [-0.47, 0.07, 0.32], [-0.04, 0.32, -0.04], [0.33, -0.31, 0.00], [-0.82, -0.23, -0.69], [0.42, 0.38, -0.21], [0.66, -1.04, 0.23], [-0.11, 0.27, 0.27], [-0.32, 0.60, 0.09], [-0.97, 0.11, -0.15], [-0.10, 0.02, -0.37], [-0.31, -0.41, -0.35], [0.40, 0.18, -0.52], [0.48, 0.19, 0.03], [-1.19, 0.08, 1.12], [-0.38, -0.83, -0.24], [0.41, 0.80, -0.64], [-1.33, -1.06, -0.48], [-0.27, -0.54, 0.61], [-0.57, 0.63, -0.58], [0.50, 0.01, -1.60], [1.15, -0.71, 0.48], [-2.04, 1.60, 1.44], [1.13, -1.14, 0.34], [-1.31, -0.02, -0.14], [-0.60, 0.83, -0.80], [0.82, 1.03, -1.96], [0.38, -0.52, 1.66], [-0.11, 1.06, -0.66], [0.00, -0.47, -0.21], [-1.42, 0.17, -0.72], [-0.26, -0.23, 1.17], [0.48, 0.08, 0.48], [0.42, -0.18, -0.86], [0.52, 0.73, -0.09], [-0.85, -0.80, 0.19], [0.06, 0.26, -0.51], [0.36, -0.31, 0.52], [1.13, -1.01, -1.20], [-0.70, 0.23, 0.43], [0.85, -0.63, -0.26], [-0.16, 1.69, 0.03], [0.27, 0.08, 0.28], [0.62, 0.13, -0.06], [0.25, -1.04, 0.44], [0.10, -0.54, 0.26], [0.17, -0.98, -0.74], [-0.15, -0.04, 1.52], [-0.79, 0.52, 0.21], [-0.20, -0.26, 0.09], [0.16, -0.26, -0.03], [0.50, 0.41, 1.22], [1.27, -0.43, 0.45], [-0.41, 0.24, 0.06], [-0.59, -0.14, 0.13], [0.50, 0.03, 0.14], [0.47, 0.73, -0.05], [-0.12, -0.42, 0.30], [0.00, 0.16, 0.60], [-0.27, 1.09, 0.37], [-0.14, -0.02, -0.41], [0.00, 0.61, -0.36], [-1.16, 0.15, 0.39], [-0.04, -0.40, -0.42], [0.68, -0.20, -0.47]],
  "total_charge": 2,
  "molar_mass_g_mol": 786.4,
  "multiplicity": 4,
  "energy_ev": -54988.4126,
  "orbital_gap_ev": [6.1, 3.1],
  "e_lumo_ha": [-0.25401, -0.36426]
}